(1)
{
  "formula": "C18H24N2O3",
  "method": "ωB97M-V/def2-TZVPD",
  "orbital_gap_ev": 8.5,
  "largest_force_ev_per_a": 0.7,
  "smiles": "CCCCCCNc1c(C(=O)OCC)c(=O)[nH]c2ccccc12",
  "lumo_ha": -0.002,
  "charge": 0,
  "species": ["C", "C", "C", "C", "C", "C", "N", "C", "C", "C", "O", "N", "C", "C", "C", "C", "C", "C", "H", "H", "H", "H", "H", "C", "O", "O", "C", "C", "H", "H", "H", "H", "H", "H", "H", "H", "H", "H", "H", "H", "H", "H", "H", "H", "H", "H", "H"],
  "coordinates": [[3.654707, 0.954256, -0.778323], [2.239305, 0.906561, -0.216293], [1.997678, 2.022293, 0.800475], [0.632718, 1.924767, 1.483561], [-0.523660, 2.292859, 0.553090], [-1.881032, 1.774828, 1.048411], [-1.925617, 0.322218, 1.076940], [-1.633776, -0.452045, -0.002229], [-0.719370, -1.502067, 0.087321], [-0.332772, -2.273071, -1.086001], [0.401640, -3.238742, -1.126125], [-0.845240, -1.790871, -2.283957], [-1.845818, -0.876245, -2.410772], [-2.425740, -0.622149, -3.657314], [-3.513909, 0.213321, -3.755148], [-4.064015, 0.775627, -2.606588], [-3.476079, 0.560342, -1.381062], [-2.318478, -0.218014, -1.260849], [-3.941525, 0.955549, -0.493485], [-4.957798, 1.376056, -2.677124], [-3.962794, 0.403572, -4.718205], [-2.024217, -1.111387, -4.532685], [-0.534867, -2.289319, -3.109320], [-0.032924, -1.789860, 1.353019], [-0.381444, -1.342221, 2.439659], [1.037566, -2.562510, 1.221912], [1.761243, -2.888522, 2.403457], [2.772009, -1.804652, 2.756477], [2.257947, -0.878523, 3.003337], [3.358165, -2.119503, 3.615312], [3.438789, -1.627895, 1.915839], [2.262719, -3.830115, 2.172048], [1.055884, -3.030969, 3.229483], [-1.488072, -0.060579, 1.917493], [-2.067649, 2.115987, 2.068528], [-2.659870, 2.182292, 0.403716], [-0.578274, 3.378172, 0.447133], [-0.350673, 1.871600, -0.439086], [0.504253, 0.905956, 1.850546], [0.613427, 2.588362, 2.351394], [2.091605, 2.992698, 0.306578], [2.775320, 1.965603, 1.566069], [1.528727, 0.989190, -1.041628], [2.073263, -0.061520, 0.260152], [4.386763, 0.851494, 0.020056], [3.808082, 0.146875, -1.490349], [3.833806, 1.900303, -1.285461]],
  "forces_ev_per_a": [[-0.24, -0.10, 0.00], [0.18, 0.26, 0.04], [-0.21, -0.27, 0.05], [0.07, 0.19, -0.25], [-0.11, -0.14, 0.33], [0.14, 0.49, -0.46], [-0.08, -0.39, 0.44], [0.26, -0.39, 0.23], [-0.07, 0.12, 0.15], [-0.06, -0.05, -0.36], [0.02, -0.16, -0.16], [0.17, -0.11, -0.38], [-0.24, 0.32, 0.30], [-0.02, 0.03, -0.05], [0.14, -0.12, 0.07], [-0.12, 0.15, 0.11], [0.01, -0.03, -0.07], [0.05, -0.01, -0.42], [0.01, 0.06, 0.09], [-0.08, 0.05, 0.01], [-0.03, -0.01, -0.09], [0.04, -0.05, -0.09], [-0.03, -0.01, 0.22], [-0.02, 0.14, 0.26], [0.08, -0.13, 0.00], [-0.03, 0.11, -0.13], [0.18, 0.05, 0.60], [-0.32, -0.18, -0.20], [-0.01, 0.08, 0.04], [0.09, -0.02, 0.10], [0.11, 0.02, -0.05], [-0.10, 0.09, 0.02], [0.15, -0.07, -0.15], [-0.13, 0.02, -0.22], [-0.06, -0.01, -0.05], [-0.01, 0.01, 0.18], [0.01, 0.04, -0.09], [-0.02, 0.06, -0.10], [0.00, -0.04, 0.09], [-0.05, -0.04, 0.08], [0.09, 0.09, 0.00], [0.08, 0.06, -0.01], [-0.07, -0.08, 0.00], [-0.08, -0.07, 0.02], [0.12, 0.00, 0.06], [0.11, -0.05, -0.09], [0.08, 0.09, -0.06]]
}

(2)
{
  "formula": "C21H22MgN5O4",
  "method": "ωB97M-V/def2-TZVPD",
  "orbital_gap_ev": 8.7,
  "largest_force_ev_per_a": 0.2,
  "lumo_ha": -0.103,
  "charge": 1,
  "species": ["Mg", "O", "C", "N", "C", "O", "C", "C", "C", "C", "C", "N", "C", "C", "C", "C", "C", "N", "H", "H", "H", "H", "H", "H", "H", "H", "O", "C", "O", "C", "C", "C", "C", "C", "C", "H", "H", "H", "H", "H", "N", "C", "C", "N", "H", "H", "H", "H", "H", "H", "H", "H", "H"],
  "coordinates": [[-0.003527, 0.260212, 0.298528], [3.960813, 1.007582, -0.241903], [2.762994, 1.073452, -0.087534], [1.957033, 0.481304, 0.845264], [2.413423, -0.425968, 1.752850], [3.506150, -0.926580, 1.900437], [1.278930, -0.865687, 2.680543], [1.564538, -1.491141, 3.882302], [0.513376, -1.863206, 4.703697], [-0.790090, -1.619190, 4.291076], [-0.993027, -1.010696, 3.066235], [0.019333, -0.636895, 2.278065], [1.944309, 1.936782, -1.049389], [2.591803, 2.807199, -1.908578], [1.832347, 3.582140, -2.768852], [0.450978, 3.453627, -2.756150], [-0.120653, 2.550486, -1.880323], [0.606638, 1.809213, -1.039213], [2.599324, -1.661524, 4.143605], [0.705163, -2.334784, 5.658514], [-1.635931, -1.887656, 4.908064], [-1.991066, -0.800998, 2.697189], [3.670748, 2.854854, -1.876135], [2.310362, 4.279969, -3.443488], [-0.175976, 4.040689, -3.411644], [-1.193847, 2.408436, -1.838181], [-2.414803, -1.929149, -0.752849], [-2.741605, -0.869775, -0.151641], [-1.934083, 0.086232, 0.030139], [-4.130693, -0.719290, 0.374200], [-4.469343, 0.396414, 1.135513], [-5.752686, 0.527363, 1.641280], [-6.702778, -0.451387, 1.383069], [-6.371738, -1.562208, 0.617920], [-5.088166, -1.696405, 0.116069], [-3.721987, 1.155553, 1.321012], [-6.015009, 1.394322, 2.232682], [-7.705864, -0.346109, 1.774873], [-7.117559, -2.317708, 0.410031], [-4.821994, -2.548755, -0.494247], [-1.431508, -4.307930, -0.542980], [-0.101028, -3.942133, -1.134275], [0.506170, -2.760588, -0.363055], [0.418103, -1.468503, -1.065730], [-1.880682, -5.067745, -1.050431], [-2.037459, -3.421744, -0.566233], [-1.328442, -4.599221, 0.428037], [-0.302004, -3.666298, -2.167295], [0.537165, -4.822776, -1.126428], [1.549368, -2.966409, -0.129613], [-0.005349, -2.659293, 0.597544], [-0.442722, -1.446807, -1.606899], [1.212253, -1.358870, -1.686576]],
  "forces_ev_per_a": [[0.07, -0.04, -0.04], [0.00, -0.01, 0.07], [-0.03, 0.03, -0.02], [0.07, -0.06, -0.13], [-0.10, -0.01, 0.07], [0.06, 0.06, -0.01], [-0.04, -0.02, 0.02], [0.01, -0.01, 0.00], [0.00, 0.00, 0.00], [0.00, 0.00, 0.00], [0.02, -0.01, 0.00], [0.04, 0.00, -0.07], [-0.03, 0.03, -0.03], [0.00, -0.02, 0.02], [0.00, 0.01, -0.01], [0.01, 0.01, 0.00], [0.00, -0.01, 0.01], [0.03, -0.02, 0.00], [0.00, 0.00, 0.00], [0.00, 0.00, 0.00], [0.00, 0.00, 0.00], [0.00, 0.00, 0.00], [0.00, 0.00, 0.00], [0.00, 0.00, 0.00], [0.00, 0.00, 0.00], [0.00, 0.00, 0.00], [0.02, -0.14, 0.00], [0.01, 0.04, -0.02], [-0.10, 0.09, 0.09], [0.00, -0.02, 0.00], [0.00, -0.01, 0.00], [0.01, 0.01, 0.00], [0.00, -0.01, 0.00], [-0.01, 0.00, 0.01], [0.02, 0.00, -0.01], [0.00, 0.01, 0.00], [0.00, 0.00, 0.00], [0.00, 0.00, 0.00], [0.00, 0.00, 0.00], [-0.01, 0.00, 0.00], [-0.01, 0.10, 0.03], [-0.02, 0.05, 0.05], [-0.02, 0.07, -0.10], [0.02, -0.19, 0.13], [-0.03, 0.03, -0.03], [-0.01, 0.02, 0.01], [-0.01, -0.02, -0.01], [0.08, -0.02, -0.03], [-0.03, -0.02, 0.07], [0.03, 0.06, -0.04], [-0.01, -0.08, 0.02], [-0.02, 0.06, 0.00], [-0.03, 0.07, -0.03]]
}

(3)
{
  "formula": "C3H9NS2",
  "method": "ωB97M-V/def2-TZVPD",
  "orbital_gap_ev": 8.5,
  "largest_force_ev_per_a": 1.8,
  "smiles": "C=CN.CSS",
  "lumo_ha": 0.022,
  "charge": 0,
  "species": ["C", "S", "S", "H", "H", "H", "H", "C", "C", "N", "H", "H", "H", "H", "H"],
  "coordinates": [[0.199247, 1.959601, 1.346415], [-0.458620, 2.181188, -0.351674], [-2.538888, 2.027861, -0.221113], [-0.469400, 2.409833, 2.074860], [1.192780, 2.375972, 1.338264], [0.279538, 0.875483, 1.411276], [-2.634965, 0.690245, -0.270266], [-0.117283, -1.655422, 0.311058], [0.203452, -1.233191, -0.939493], [1.402859, -1.619224, -1.517838], [0.592998, -1.570214, 1.121792], [-1.064816, -2.125276, 0.575114], [-0.487364, -0.859893, -1.692178], [1.973084, -2.141705, -0.871679], [1.927377, -1.315259, -2.314539]],
  "forces_ev_per_a": [[-0.76, -0.80, -1.00], [-0.47, 0.49, -0.07], [0.89, 0.03, 0.19], [0.19, -0.05, 0.06], [0.25, 0.39, 0.10], [-0.07, 0.06, 0.68], [0.01, -0.10, 0.02], [-0.28, 0.57, 0.00], [0.03, -1.47, -1.01], [0.71, 0.01, 1.46], [0.55, -0.84, -0.20], [-0.23, 1.14, -0.10], [-0.38, -0.28, 0.21], [0.12, -0.06, -0.10], [-0.56, 0.90, -0.23]]
}

(4)
{
  "formula": "C2H14Si4",
  "method": "ωB97M-V/def2-TZVPD",
  "orbital_gap_ev": 9.5,
  "largest_force_ev_per_a": 3.1,
  "smiles": "C[Si@H]([SiH3])[Si@H](C)[SiH3]",
  "lumo_ha": 0.003,
  "charge": 0,
  "species": ["C", "C", "Si", "Si", "Si", "Si", "H", "H", "H", "H", "H", "H", "H", "H", "H", "H", "H", "H", "H", "H"],
  "coordinates": [[0.694010, -2.118872, 0.614255], [-0.483775, 2.114592, 0.269705], [2.952013, 0.517704, -0.068191], [-3.055580, -0.413691, -0.281220], [1.010940, -0.729602, -0.660022], [-0.970576, 0.526997, -0.797672], [0.767331, -1.809692, 1.674175], [-0.455487, -2.232344, 0.467714], [1.373997, -3.003511, 0.322528], [-0.351548, 3.106686, -0.166116], [-1.289698, 1.969046, 0.983151], [0.451595, 2.008780, 0.862392], [2.895250, 1.963927, -0.312856], [4.381379, 0.259219, -0.255747], [2.877250, 0.411611, 1.658039], [-2.598912, -1.366741, 0.652478], [-4.117487, 0.398929, 0.522108], [-3.929438, -1.035005, -1.286068], [0.953311, -1.404322, -1.949921], [-1.104581, 0.836291, -2.248740]],
  "forces_ev_per_a": [[-0.75, -0.15, -0.57], [0.29, -1.19, 0.17], [-0.36, 0.21, 3.08], [-1.22, 1.33, 0.63], [-0.45, -0.57, 0.72], [1.19, 1.85, -0.46], [0.44, -0.25, -0.57], [2.03, -0.72, 0.07], [-1.52, 1.09, 0.83], [-0.87, -0.18, -0.18], [-0.18, 1.16, 0.45], [-0.49, -0.52, -0.45], [-0.33, 0.21, -0.21], [0.10, -0.63, -0.48], [-0.07, 0.13, -2.48], [0.15, -1.36, 1.00], [1.08, -0.19, -0.57], [0.37, -0.14, -0.44], [0.47, -0.24, -0.54], [0.14, 0.17, 0.00]]
}

(5)
{
  "formula": "C39H33N7O2RhSSbSe",
  "method": "ωB97M-V/def2-TZVPD",
  "spin_multiplicity": 5,
  "orbital_gap_ev": [7.3, 5.2],
  "largest_force_ev_per_a": 2.4,
  "lumo_ha": [-0.224, -0.307],
  "charge": 2,
  "s_squared": 6.044,
  "species": ["Rh", "C", "C", "C", "C", "C", "C", "N", "Sb", "C", "C", "C", "C", "C", "C", "N", "C", "C", "C", "C", "C", "C", "N", "H", "H", "H", "H", "H", "H", "H", "H", "H", "H", "H", "H", "H", "H", "H", "H", "H", "H", "O", "S", "O", "N", "C", "C", "C", "C", "C", "C", "C", "C", "N", "C", "C", "C", "C", "C", "C", "C", "H", "H", "H", "H", "H", "H", "H", "H", "H", "H", "H", "Se", "N", "C", "C", "C", "C", "C", "C", "N", "H", "H", "H", "H"],
  "coordinates": [[0.146500, 0.126300, -0.004300], [-2.665200, -0.769900, -2.655100], [-1.379400, -1.526500, -2.614800], [-0.903300, -2.183500, -3.747900], [0.189000, -3.025300, -3.651000], [0.747000, -3.258500, -2.404600], [0.265800, -2.507200, -1.352300], [-0.718500, -1.644300, -1.455400], [1.230300, -3.019700, 0.591300], [-0.533500, -2.361600, 1.740200], [-0.961800, -3.161000, 2.788100], [-2.185700, -2.885000, 3.377900], [-2.934400, -1.837600, 2.874500], [-2.425500, -1.051800, 1.842300], [-3.228300, 0.075100, 1.287400], [-1.223300, -1.308700, 1.318500], [2.462400, -1.363200, 1.425100], [3.764800, -1.762700, 1.665400], [4.672700, -0.785300, 2.027500], [4.199100, 0.490000, 2.273800], [2.851500, 0.787400, 2.086800], [2.344700, 2.114100, 2.542500], [2.016600, -0.138400, 1.582800], [-3.344800, -1.246200, -3.357500], [-2.522700, 0.254900, -2.985900], [-3.120900, -0.762000, -1.669000], [-1.405300, -2.046300, -4.694200], [0.589800, -3.522500, -4.520000], [1.559100, -3.955600, -2.258300], [-0.342300, -3.974800, 3.128000], [-2.559200, -3.486400, 4.192500], [-3.907600, -1.602600, 3.277100], [-4.004500, 0.365200, 1.990500], [-3.705500, -0.233300, 0.356600], [-2.576000, 0.920300, 1.083100], [4.052400, -2.794400, 1.527400], [5.715900, -1.028600, 2.155900], [4.863700, 1.263800, 2.629700], [2.971100, 2.468200, 3.358300], [1.319000, 2.036000, 2.892100], [2.388700, 2.860100, 1.745100], [2.833100, -1.752900, -0.998600], [2.824900, -0.796500, -2.092800], [2.634400, -1.376900, -3.386400], [1.617600, 0.304500, -1.741500], [1.220800, 1.075100, -2.782800], [1.988600, 1.274300, -3.933300], [1.519000, 2.024800, -5.004100], [0.298300, 2.651100, -4.951300], [-0.494100, 2.547400, -3.791500], [-1.729800, 3.210500, -3.660700], [-2.461800, 3.048000, -2.511100], [-1.966700, 2.206100, -1.510200], [-0.809100, 1.576300, -1.602300], [-0.047900, 1.743000, -2.702300], [4.400500, 0.029900, -1.942800], [4.486700, 1.235900, -1.276900], [5.738400, 1.790600, -1.064000], [6.876300, 1.128000, -1.497100], [6.770000, -0.083100, -2.162600], [5.522300, -0.640600, -2.392200], [2.966400, 0.829600, -3.992300], [2.141600, 2.117500, -5.879100], [-0.056200, 3.235800, -5.783400], [-2.095600, 3.824100, -4.470700], [-3.409300, 3.541900, -2.371900], [-2.552800, 2.040300, -0.615500], [3.583800, 1.726700, -0.941700], [5.821800, 2.740800, -0.562600], [7.847900, 1.563300, -1.323900], [7.654900, -0.595000, -2.500600], [5.412400, -1.577800, -2.912500], [0.172700, 3.641900, 0.232200], [-0.399500, 2.256500, 1.187800], [-1.041000, 2.718000, 2.272500], [-1.577200, 1.971900, 3.340400], [-2.231500, 2.628800, 4.346900], [-2.377300, 4.035500, 4.351000], [-1.823500, 4.803200, 3.368700], [-1.137300, 4.160600, 2.316600], [-0.529800, 4.786600, 1.315800], [-1.437100, 0.902100, 3.364400], [-2.643900, 2.068700, 5.174200], [-2.912000, 4.504200, 5.162700], [-1.882200, 5.879800, 3.373100]],
  "forces_ev_per_a": [[-0.72, -0.64, 0.60], [0.02, 0.10, -0.04], [0.22, -0.40, -0.54], [-0.13, 0.15, 0.12], [0.06, -0.28, 0.19], [-0.37, -0.02, -0.35], [0.91, -0.60, 1.23], [-0.66, 0.87, 0.05], [-0.56, 0.64, 0.60], [0.83, -0.92, -0.16], [-0.20, 0.16, -0.04], [0.06, 0.05, -0.07], [0.05, 0.12, -0.13], [-0.20, -0.27, 0.46], [0.05, -0.01, -0.06], [0.04, 1.06, -0.16], [-0.50, -1.66, -0.60], [0.18, 0.33, 0.25], [-0.09, -0.28, 0.12], [-0.20, 0.10, -0.09], [0.69, -0.05, 0.32], [-0.05, 0.17, -0.07], [-0.73, 0.91, -0.21], [-0.08, -0.02, 0.01], [-0.05, 0.08, -0.10], [-0.04, 0.04, 0.03], [-0.08, -0.01, -0.06], [-0.04, -0.06, -0.15], [0.04, -0.01, -0.07], [0.00, -0.18, 0.03], [-0.02, -0.04, 0.09], [-0.09, -0.03, 0.05], [-0.04, 0.13, -0.05], [-0.05, 0.00, -0.03], [-0.08, 0.07, 0.01], [0.09, -0.02, -0.04], [0.14, 0.02, 0.06], [0.01, 0.04, 0.05], [-0.02, 0.06, 0.01], [0.11, 0.00, 0.03], [0.01, -0.01, 0.07], [0.37, 0.84, -0.98], [1.50, -1.62, 1.02], [0.14, 0.60, -0.40], [-0.27, 0.83, -0.89], [0.28, -0.65, 1.07], [0.22, 0.32, -1.03], [0.49, -0.24, 0.11], [0.12, 0.02, -0.09], [-0.17, -0.32, 0.89], [0.07, -0.21, 0.12], [0.12, -0.11, 0.04], [-0.25, 0.11, -0.28], [0.45, -0.51, -0.02], [-1.02, 0.68, -0.27], [-0.80, 0.19, -0.08], [-0.06, 0.18, 0.02], [-0.07, 0.04, 0.03], [-0.07, 0.07, 0.00], [-0.15, -0.07, 0.00], [0.06, -0.18, -0.16], [0.07, 0.07, -0.17], [0.05, 0.05, -0.11], [-0.07, 0.12, -0.15], [-0.01, 0.09, -0.07], [-0.11, 0.04, 0.01], [0.11, -0.01, 0.03], [0.02, 0.13, 0.11], [0.03, 0.12, 0.09], [0.10, 0.04, 0.01], [0.12, -0.08, -0.08], [0.07, -0.17, -0.09], [-0.03, -0.04, 0.23], [-0.28, -0.89, 0.19], [0.48, 0.41, -0.90], [-0.27, -0.35, 0.61], [0.29, -0.66, -0.43], [0.20, 0.81, -0.36], [-0.45, 0.06, 0.67], [0.62, -0.27, -0.78], [-0.33, 1.03, 0.60], [-0.04, -0.12, 0.03], [0.01, -0.09, 0.01], [-0.02, 0.05, 0.06], [-0.04, 0.10, 0.02]]
}